C14H36MgNO9S4 | wB97M-V/def2-TZVPD

**Multiplicity**: 1
**Total charge**: +1
**Calculated total energy**: -3079.5394 Eh

Each line ends with the natural charge from an NBO analysis.
Cartesian coordinates (Å):
Mg: 0.26819 -1.93971 0.79372  1.809
N: -0.40951 0.66770 -0.79480  0.724
O: 0.12364 1.57067 -1.40866  -0.426
O: -1.66100 0.48963 -0.82275  -0.563
O: 0.30631 -0.12531 -0.08998  -0.673
C: 1.59730 -0.08251 4.36981  -0.829
S: 1.98417 -1.57212 3.48052  1.275
O: 1.51499 -1.29536 2.07102  -1.092
C: 3.75871 -1.37440 3.47553  -0.818
H: 2.10744 -0.08243 5.33068  0.249
H: 0.51475 -0.05557 4.48815  0.243
H: 1.88540 0.79296 3.78377  0.266
H: 4.18562 -2.06748 2.75799  0.248
H: 4.07707 -1.63882 4.48731  0.246
H: 4.04756 -0.34350 3.27930  0.254
C: 2.23678 -4.41760 -2.19337  -0.815
S: 2.48252 -2.72165 -1.65840  1.301
O: 1.67498 -2.58856 -0.40675  -1.097
C: 4.17076 -2.89958 -1.12664  -0.833
H: 1.18909 -4.54178 -2.45967  0.245
H: 2.49259 -5.07142 -1.36284  0.240
H: 2.85463 -4.59367 -3.07247  0.248
H: 4.31867 -3.78897 -0.52033  0.239
H: 4.43105 -1.99019 -0.58157  0.258
H: 4.83514 -2.89834 -1.99404  0.254
C: -2.61245 0.55962 2.22744  -0.826
S: -2.59483 -1.17073 1.84630  1.295
O: -1.13616 -1.56263 1.97367  -1.115
C: -3.27566 -1.76151 3.38187  -0.821
H: -1.98813 1.06786 1.49798  0.279
H: -2.19017 0.72133 3.22350  0.231
H: -3.63603 0.93234 2.23126  0.250
H: -2.53263 -1.53337 4.14713  0.241
H: -3.40933 -2.83912 3.33792  0.251
H: -4.21477 -1.26645 3.62387  0.249
C: -1.24728 -1.98645 -2.95120  -0.833
S: -1.85513 -3.11310 -1.70092  1.283
O: -1.00414 -2.86217 -0.49081  -1.102
C: -3.40722 -2.27744 -1.45473  -0.843
H: -1.72269 -2.19833 -3.90739  0.248
H: -0.17237 -2.12854 -3.06432  0.236
H: -1.43318 -0.96891 -2.60501  0.266
H: -4.05488 -2.47165 -2.30836  0.249
H: -3.21938 -1.20968 -1.32393  0.268
H: -3.89914 -2.64197 -0.55436  0.245
C: 1.96388 4.69328 0.69134  -0.721
C: 1.87688 3.65276 1.77041  0.606
O: 2.78314 3.44327 2.54527  -0.564
C: 0.59655 2.87067 1.89574  -0.739
H: 2.99382 4.98625 0.53152  0.240
H: 1.31459 5.52687 0.97245  0.241
H: 1.52044 4.30219 -0.23049  0.237
H: 0.46805 2.67916 2.96533  0.219
H: 0.71133 1.91159 1.38584  0.255
H: -0.29317 3.40630 1.56622  0.224
C: -1.28848 2.91111 -5.13127  -0.723
C: -2.00460 3.96153 -4.30942  0.598
O: -2.07772 5.10017 -4.69042  -0.538
C: -2.56045 3.52347 -2.97776  -0.728
H: -0.53415 2.45318 -4.48918  0.228
H: -0.85274 3.40664 -5.99327  0.237
H: -1.98773 2.15320 -5.48782  0.223
H: -1.73520 3.23574 -2.32172  0.247
H: -3.22826 2.67611 -3.12220  0.222
H: -3.04744 4.38540 -2.52599  0.232

=====

C12H27N2O4 | wB97M-V/def2-TZVPD

**Multiplicity**: 1
**Total charge**: +1
**ΔE to the lowest compared entry with this formula, charge and spin**: 12.8 kcal per mole
**Calculated total energy**: -883.6427 Eh

Each line ends with the natural charge from an NBO analysis.
Cartesian coordinates (Å):
C: -2.38401 -2.11581 2.88707  -0.262
O: -2.20524 -1.88801 1.49802  -0.568
C: -2.60650 -2.98999 0.69407  -0.070
C: -1.57756 -4.11197 0.62438  -0.431
C: -0.27763 -3.67198 -0.04747  -0.438
C: 0.60127 -2.83750 0.88743  -0.213
N: 1.29530 -1.68624 0.19535  -0.348
C: 0.27323 -0.67097 -0.32344  -0.250
C: 0.24162 0.68973 0.40788  -0.255
N: 1.03913 0.77978 1.61358  -0.588
C: 2.38534 0.33202 1.31874  -0.250
C: 2.43411 -1.16825 1.07663  -0.227
H: -1.74150 -2.92036 3.26269  0.163
H: -2.13877 -1.18961 3.40243  0.201
H: -3.42313 -2.37945 3.10506  0.192
H: -2.75898 -2.57922 -0.30774  0.188
H: -3.57192 -3.37524 1.03846  0.194
H: -2.02331 -4.92787 0.05192  0.239
H: -1.36796 -4.51808 1.61813  0.212
H: 0.29735 -4.53758 -0.38126  0.233
H: -0.53346 -3.10919 -0.95009  0.213
H: 1.38535 -3.45338 1.32585  0.222
H: 0.02510 -2.37124 1.68524  0.235
H: 1.74126 -2.08088 -0.62970  0.430
H: -0.68980 -1.16300 -0.23536  0.243
H: 0.49093 -0.52813 -1.38018  0.226
H: 0.61577 1.45052 -0.28013  0.219
H: -0.79401 0.93964 0.63222  0.236
H: 0.63882 0.23629 2.37216  0.357
H: 2.74195 0.88706 0.44754  0.210
H: 3.06398 0.55674 2.14231  0.236
H: 2.32575 -1.68324 2.02958  0.216
H: 3.36562 -1.49734 0.61765  0.231
C: 0.24800 4.99071 -4.85549  -0.257
O: 0.31077 4.13973 -3.69767  -0.498
C: 0.26515 4.79283 -2.54046  0.976
O: 0.17916 5.98121 -2.39386  -0.626
O: 0.32453 3.89315 -1.54817  -0.516
C: 0.28198 4.46504 -0.23532  -0.257
H: 0.29498 4.32061 -5.70712  0.199
H: -0.68218 5.55454 -4.85827  0.199
H: 1.08775 5.68207 -4.86067  0.199
H: -0.64451 5.01212 -0.07346  0.201
H: 1.12406 5.13422 -0.07000  0.200
H: 0.34222 3.61654 0.44147  0.183

=====

C3H5Br2NO2 | wB97M-V/def2-TZVPD

**Multiplicity**: 1
**ΔE to the lowest compared entry with this formula, charge and spin**: 95.4 kcal per mole
**Calculated total energy**: -5470.4099 Eh

Each line ends with the natural charge from an NBO analysis.
Cartesian coordinates (Å):
C: 1.70961 -0.39884 -0.87169  -0.602
C: 0.64124 0.00011 0.15006  -0.541
C: -0.73439 -0.17153 -0.38184  -0.179
N: -1.92948 0.75318 1.46944  0.541
O: -2.95663 0.18749 1.63943  -0.311
O: -1.34117 1.63849 1.99838  -0.329
Br: -1.26276 0.89992 -1.83744  0.134
Br: -1.57064 -1.85401 -0.28803  0.155
H: 2.69749 -0.22687 -0.45576  0.222
H: 1.60659 0.18640 -1.78176  0.215
H: 1.61803 -1.45538 -1.11902  0.212
H: 0.77418 1.05131 0.42858  0.246
H: 0.74792 -0.61026 1.04965  0.236

=====

C26H16AsF6MnNPS6 | wB97M-V/def2-TZVPD

**Multiplicity**: 2
**Total charge**: -1
**<S²>**: 0.8071
**ΔE to the lowest compared entry with this formula, charge and spin**: 2.8 kcal per mole
**Calculated total energy**: -7771.7904 Eh

Each line ends with the Löwdin spin population.
Cartesian coordinates (Å):
Mn: 1.55011 0.28883 1.08621  0.928
C: -1.29294 -4.66358 -2.36332  0.000
C: 0.04451 -4.40054 -2.10443  0.000
C: 0.41101 -3.22332 -1.46911  0.002
C: -0.55634 -2.29501 -1.08033  -0.002
C: -1.89714 -2.56190 -1.35232  -0.001
C: -2.26129 -3.74320 -1.98866  0.000
P: -0.05335 -0.66276 -0.41539  -0.023
C: -1.57968 -0.01809 0.35885  -0.001
C: -2.25533 -0.81188 1.29072  0.001
C: -3.29862 -0.28400 2.02893  0.000
C: -3.66020 1.04916 1.86210  -0.001
C: -2.99216 1.84009 0.94361  0.000
C: -1.95284 1.30895 0.18985  0.000
C: 0.18889 0.31651 -1.91248  -0.004
C: -0.51462 0.18157 -3.07855  0.001
C: -0.29015 1.08771 -4.13855  -0.002
C: 0.60769 2.10789 -3.98799  0.001
C: 1.36023 2.25739 -2.79612  -0.002
C: 2.27998 3.31584 -2.60605  0.008
C: 2.98540 3.39427 -1.44250  -0.003
C: 2.83920 2.41144 -0.43119  0.003
C: 1.96976 1.36513 -0.55998  -0.046
C: 1.18316 1.31378 -1.75134  -0.003
H: -1.58050 -5.58296 -2.85971  0.000
H: 0.80651 -5.11382 -2.39623  0.000
H: 1.45348 -3.02451 -1.27098  0.001
H: -2.66012 -1.84992 -1.06824  0.000
H: -3.30731 -3.94042 -2.19202  0.000
H: -1.95888 -1.84353 1.43984  0.000
H: -3.81292 -0.90266 2.75329  0.000
H: -4.45053 1.47474 2.46803  0.000
H: -3.24675 2.88513 0.83238  0.000
H: -1.41790 1.94112 -0.50672  0.000
H: -1.24652 -0.60997 -3.19320  0.000
H: -0.84314 0.97747 -5.06487  0.000
H: 0.76359 2.82126 -4.79245  0.000
H: 2.40167 4.06027 -3.38768  0.000
H: 3.66663 4.22129 -1.27215  -0.001
H: 3.43498 2.51491 0.46437  0.000
S: -0.91191 -5.87671 4.07648  0.015
C: -0.27275 -4.50726 3.45041  0.002
S: -0.49573 -2.94081 4.15420  -0.002
C: 0.44538 -2.01562 3.01200  0.021
C: 1.01258 -2.75269 1.96964  0.015
S: 1.95434 -2.06275 0.77385  0.027
S: 0.65889 -4.46703 1.99463  -0.004
S: 0.61189 -0.35220 3.16398  0.044
S: 5.80073 0.99609 2.77345  0.006
C: 4.39173 0.62473 2.08832  0.006
N: 3.37200 0.34914 1.57569  0.000
F: 0.65619 2.06680 1.65365  0.013
As: 0.36985 3.68416 2.41944  0.000
F: -0.61738 4.04330 1.05805  0.000
F: 1.73668 4.26733 1.56991  0.000
F: 0.07255 5.20338 3.13862  0.000
F: 1.38046 3.16556 3.69921  0.000
F: -0.98308 2.97192 3.19284  0.000

=====

C3H11NO | wB97M-V/def2-TZVPD

**Multiplicity**: 1
**ΔE to the lowest compared entry with this formula, charge and spin**: 18.4 kcal per mole
**Calculated total energy**: -250.8674 Eh

Each line ends with the natural charge from an NBO analysis.
Cartesian coordinates (Å):
C: -0.80050 -0.86684 -0.93295  -0.598
C: -0.95464 0.35106 0.01781  -0.409
C: 0.08500 1.46016 -0.26994  -0.214
N: -0.08224 2.64178 0.54884  -0.804
H: -1.78012 -1.37365 -0.92339  0.210
H: -0.02681 -1.59088 -0.62672  0.186
H: -0.58528 -0.53661 -1.96311  0.204
H: -1.98303 0.70010 -0.19675  0.202
H: -0.92819 0.00846 1.07013  0.199
H: 1.08778 1.04438 -0.05312  0.155
H: 0.06369 1.74746 -1.33880  0.179
H: 0.86786 3.00147 0.40526  0.347
H: -0.08639 2.21326 1.48106  0.340
O: 1.89784 -2.65022 1.13830  -0.939
H: 1.65807 -2.63032 0.18417  0.469
H: 1.56690 -3.51958 1.45914  0.472

=====

C5H8N2O2 | wB97M-V/def2-TZVPD

**Multiplicity**: 1
**ΔE to the lowest compared entry with this formula, charge and spin**: 125.4 kcal per mole
**Calculated total energy**: -455.1586 Eh

Each line ends with the natural charge from an NBO analysis.
Cartesian coordinates (Å):
C: 0.10038 -1.18787 1.23840  -0.655
C: 1.05943 0.95437 0.43855  0.645
C: 0.30252 -0.15409 0.15283  -0.111
C: -0.36507 -0.62383 -1.90432  0.056
C: -1.22129 0.33506 -1.05015  0.051
O: 1.26631 1.93696 -0.45175  -0.646
O: 1.67098 1.20220 1.62225  -0.673
N: 0.64860 -0.91611 -1.21833  -0.338
N: -2.32523 0.00457 -0.41876  -0.732
H: 1.44493 0.52080 2.26670  0.507
H: 1.70525 2.66971 0.00039  0.501
H: -2.76042 -0.85077 -0.76730  0.334
H: -0.48613 -0.85226 -2.95874  0.188
H: -1.13340 1.34489 -1.45811  0.195
H: -0.51524 -0.79998 2.05130  0.224
H: 1.04897 -1.55028 1.63115  0.211
H: -0.44060 -2.03337 0.82584  0.246